1.
{"formula": "C8H12Cl9NO3", "method": "the ωB97M-V functional and the def2-TZVPD basis", "smiles": "COC(=O)OC.ClC(Cl)Cl.ClC(Cl)Cl.ClC(Cl)Cl.CC#N", "homo_lumo_gap_ev": 11.47, "homo_energy_ev": -11.076, "e_above_lowest_ev": 0.0000, "species": ["C", "O", "C", "O", "O", "C", "H", "H", "H", "H", "H", "H", "Cl", "C", "Cl", "Cl", "H", "Cl", "C", "Cl", "Cl", "H", "Cl", "C", "Cl", "Cl", "H", "C", "C", "N", "H", "H", "H"], "coordinates": [[8.93, -3.47, 18.41], [8.49, -2.16, 18.05], [8.18, -1.90, 16.78], [8.16, -2.67, 15.86], [7.91, -0.62, 16.72], [7.74, 0.03, 15.48], [9.90, -3.78, 18.01], [8.14, -4.18, 18.17], [8.99, -3.46, 19.49], [8.64, 0.10, 14.87], [7.53, 1.09, 15.66], [6.90, -0.38, 14.94], [11.74, -0.31, 15.06], [12.73, -1.74, 15.48], [11.63, -3.00, 16.07], [13.98, -1.39, 16.68], [13.16, -2.09, 14.55], [5.83, -6.91, 15.59], [6.23, -8.63, 15.58], [7.92, -8.93, 16.00], [5.89, -9.28, 13.98], [5.58, -9.12, 16.29], [8.23, -3.52, 12.18], [6.94, -2.40, 12.63], [5.51, -2.68, 11.63], [7.53, -0.73, 12.37], [6.66, -2.53, 13.66], [9.22, -5.48, 14.58], [9.88, -5.99, 15.78], [10.32, -6.38, 16.76], [8.14, -5.50, 14.57], [9.66, -5.88, 13.67], [9.51, -4.42, 14.59]], "nbo_charge": [-0.2579, -0.4934, 1.0017, -0.6792, -0.4913, -0.2560, 0.2020, 0.1918, 0.1995, 0.1947, 0.2003, 0.1833, -0.0092, -0.2702, 0.0150, 0.0369, 0.2296, 0.0103, -0.2847, 0.0381, 0.0113, 0.2298, 0.0143, -0.2764, 0.0246, -0.0007, 0.2454, -0.7444, 0.3093, -0.3662, 0.2657, 0.2494, 0.2767]}



2.
{"formula": "C8H12ClNSc", "method": "the ωB97M-V functional and the def2-TZVPD basis", "total_charge": -1, "homo_lumo_gap_ev": [3.66, 3.65], "homo_energy_ev": [-0.659, -0.652], "e_above_lowest_ev": 3.8326, "species": ["C", "C", "C", "C", "C", "Sc", "N", "C", "C", "H", "H", "H", "H", "H", "H", "H", "H", "H", "H", "Cl", "C", "H", "H"], "coordinates": [[1.10, -2.11, 0.55], [-0.25, -2.12, 1.02], [-0.33, -1.31, 2.19], [0.99, -0.81, 2.48], [1.87, -1.27, 1.42], [0.34, 0.14, 0.50], [0.03, 0.30, -1.79], [-1.01, 0.13, -2.74], [-1.84, -0.25, -1.53], [-1.22, -1.15, 2.80], [-1.07, -2.70, 0.58], [1.28, -0.20, 3.33], [2.93, -1.05, 1.33], [1.49, -2.66, -0.31], [-1.95, -1.30, -1.29], [-0.87, -0.71, -3.45], [0.90, 0.53, -2.27], [-2.50, 0.51, -1.08], [-1.36, 1.04, -3.25], [1.53, 2.31, 1.02], [-0.23, 2.27, 0.95], [-0.68, 2.45, 1.93], [-0.60, 2.90, 0.13]], "nbo_charge": [-0.3403, -0.2998, -0.3596, -0.3650, -0.4046, 1.1472, -0.9919, -0.2522, -0.6910, 0.2331, 0.2369, 0.2342, 0.2325, 0.2347, 0.1662, 0.1288, 0.2586, 0.1798, 0.1307, -0.0225, -0.8642, 0.1891, 0.2192]}



3.
{"formula": "C8H12F3NO4S", "method": "the ωB97M-V functional and the def2-TZVPD basis", "smiles": "NCCC[C@@H]1C[C@H](S(=O)(=O)C(F)(F)F)OC1=O", "homo_lumo_gap_ev": 10.34, "homo_energy_ev": -9.908, "e_above_lowest_ev": 1.1507, "species": ["N", "C", "C", "C", "C", "C", "C", "S", "O", "O", "C", "F", "F", "F", "O", "C", "O", "H", "H", "H", "H", "H", "H", "H", "H", "H", "H", "H", "H"], "coordinates": [[4.14, -0.17, 0.37], [3.16, -0.72, -0.59], [2.16, 0.35, -1.13], [1.58, 1.26, 0.01], [0.35, 0.53, 0.59], [-1.01, 0.61, -0.16], [-1.77, -0.37, 0.81], [-3.56, -0.56, 0.55], [-3.98, -1.81, 1.10], [-4.28, 0.57, 1.04], [-3.76, -0.73, -1.30], [-2.68, -1.33, -1.84], [-3.89, 0.44, -1.90], [-4.78, -1.50, -1.56], [-1.35, 0.10, 2.09], [-0.19, 0.91, 1.99], [0.16, 1.67, 2.78], [3.89, -0.52, 1.29], [5.07, -0.53, 0.18], [2.54, -1.49, -0.10], [3.72, -1.21, -1.40], [2.56, 0.94, -1.97], [1.29, -0.23, -1.51], [1.33, 2.22, -0.46], [2.35, 1.47, 0.76], [0.70, -0.52, 0.68], [-1.04, 0.40, -1.23], [-1.42, 1.58, 0.19], [-1.29, -1.37, 0.74]], "nbo_charge": [-0.8479, -0.2229, -0.3962, -0.4166, -0.3333, -0.4310, -0.1482, 2.0596, -0.8985, -0.8866, 0.7499, -0.3248, -0.2951, -0.2809, -0.5201, 0.8220, -0.4935, 0.3562, 0.3641, 0.1654, 0.1984, 0.2156, 0.1873, 0.2168, 0.2476, 0.2156, 0.2477, 0.2291, 0.2205]}



4.
{"formula": "C8H12F3O4PS2Tm", "method": "the ωB97M-V functional and the def2-TZVPD basis", "total_charge": 3, "homo_lumo_gap_ev": [5.82, 4.73], "multiplicity": 3, "s_squared": 2.0042, "homo_energy_ev": [-17.718, -17.710], "species": ["C", "P", "C", "C", "O", "S", "O", "O", "O", "C", "S", "C", "C", "C", "F", "C", "F", "F", "H", "H", "H", "H", "H", "H", "H", "H", "H", "H", "H", "H", "Tm"], "coordinates": [[-3.74, 0.03, -0.57], [-1.93, 0.15, -1.11], [-1.24, -1.51, -1.62], [-0.89, 1.07, 0.16], [-0.86, 0.61, 1.58], [-0.02, 1.92, 2.26], [0.90, 1.24, 3.29], [-0.80, 2.91, 3.07], [0.85, 2.52, 0.92], [0.63, 1.50, -0.14], [0.50, 2.28, -1.84], [1.84, 0.49, 0.14], [2.06, -0.65, -0.97], [2.08, -2.13, -0.42], [2.80, -3.08, -1.19], [1.49, -2.61, 0.75], [0.46, -1.98, 1.48], [1.91, -3.85, 1.27], [-4.08, 1.00, -0.08], [-3.93, -0.82, 0.18], [-4.36, -0.10, -1.53], [-0.63, -2.05, -0.83], [-2.07, -2.24, -1.95], [-0.61, -1.33, -2.57], [-1.42, 2.10, 0.25], [0.12, 1.29, -2.75], [2.79, 1.13, 0.14], [1.81, 0.02, 1.20], [3.09, -0.47, -1.46], [1.31, -0.46, -1.81], [1.92, 3.01, 4.16]], "nbo_charge": [-0.9561, 1.3387, -1.0077, -0.3344, -0.5605, 2.3087, -1.0026, -0.7900, -0.6300, 0.1449, 0.1121, -0.4867, -0.4793, 0.2525, -0.2812, 0.6538, -0.3309, -0.2659, 0.2959, 0.3214, 0.3242, 0.3127, 0.3322, 0.2954, 0.2680, 0.1963, 0.2660, 0.2577, 0.2975, 0.2128, 1.9343]}



5.
{"formula": "C8H12FN", "method": "the ωB97M-V functional and the def2-TZVPD basis", "smiles": "C=C(F)[C@](C)(C#N)C(C)C", "homo_lumo_gap_ev": 10.96, "homo_energy_ev": -10.234, "e_above_lowest_ev": 0.0000, "species": ["C", "C", "F", "C", "C", "C", "N", "C", "C", "C", "H", "H", "H", "H", "H", "H", "H", "H", "H", "H", "H", "H"], "coordinates": [[1.00, 2.50, 1.21], [1.12, 1.77, 0.12], [1.31, 2.39, -1.06], [1.07, 0.26, -0.02], [0.87, -0.43, 1.33], [2.37, -0.14, -0.54], [3.39, -0.46, -0.93], [-0.01, -0.11, -1.08], [-1.40, 0.35, -0.65], [-0.02, -1.61, -1.39], [1.05, 3.57, 1.15], [0.84, 2.07, 2.18], [-0.08, -0.14, 1.77], [1.68, -0.17, 2.01], [0.88, -1.51, 1.20], [0.26, 0.42, -2.00], [-1.75, -0.21, 0.21], [-2.11, 0.19, -1.47], [-1.40, 1.41, -0.41], [-0.40, -2.18, -0.55], [0.98, -1.96, -1.63], [-0.67, -1.80, -2.24]], "nbo_charge": [-0.4819, 0.4445, -0.3383, -0.2459, -0.5937, 0.3019, -0.3103, -0.1882, -0.6141, -0.6139, 0.2269, 0.2176, 0.2215, 0.2304, 0.2302, 0.2241, 0.2026, 0.2210, 0.2187, 0.2014, 0.2251, 0.2205]}



6.
{"formula": "C8H12FN5O", "method": "the ωB97M-V functional and the def2-TZVPD basis", "homo_lumo_gap_ev": [7.77, 7.77], "homo_energy_ev": [-7.590, -7.590], "e_above_lowest_ev": 0.0000, "species": ["C", "C", "C", "C", "C", "C", "C", "C", "N", "N", "N", "N", "N", "O", "F", "H", "H", "H", "H", "H", "H", "H", "H", "H", "H", "H", "H"], "coordinates": [[-2.46, 0.03, 0.05], [-1.06, -0.21, 0.10], [-3.34, -1.12, 0.05], [-1.45, -2.51, 0.06], [-3.18, 2.36, -0.03], [1.80, 1.29, 1.36], [1.66, 1.23, -1.28], [1.18, 0.66, 0.06], [-0.64, -1.53, -0.03], [-3.31, 1.07, -0.15], [-2.81, -2.43, 0.12], [-0.27, 0.79, 0.17], [-0.85, -3.76, -0.07], [-4.56, -1.07, -0.01], [-4.20, 3.21, -0.02], [-2.24, 2.71, -0.10], [1.82, 0.58, 2.10], [2.68, 1.78, 1.23], [1.20, 2.19, 1.72], [0.89, 1.95, -1.72], [1.76, 0.40, -1.90], [2.60, 1.80, -1.00], [1.63, -0.40, 0.23], [-4.36, 0.79, -0.02], [-3.32, -3.26, 0.38], [0.03, -3.69, -0.49], [-1.43, -4.51, -0.46]], "nbo_charge": [-0.1748, 0.3967, 0.6348, 0.6158, 0.4820, -0.5949, -0.6153, -0.0648, -0.5920, -0.4174, -0.6303, -0.5225, -0.7982, -0.6753, -0.2921, 0.1784, 0.2014, 0.1971, 0.1939, 0.2107, 0.2122, 0.2070, 0.1806, 0.4709, 0.4213, 0.4012, 0.3737]}



7.
{"formula": "C8H12FeO6", "method": "the ωB97M-V functional and the def2-TZVPD basis", "homo_lumo_gap_ev": [5.78, 5.94], "multiplicity": 5, "s_squared": 6.0210, "homo_energy_ev": [-5.584, -5.741], "e_above_lowest_ev": 1.3980, "species": ["O", "Fe", "O", "C", "O", "C", "C", "C", "H", "H", "H", "H", "H", "C", "H", "H", "C", "C", "O", "C", "O", "O", "H", "H", "H", "H", "H"], "coordinates": [[1.82, -1.78, -1.45], [0.39, -3.63, -3.91], [-0.06, -2.79, -2.02], [0.62, -2.19, -1.21], [0.16, -1.78, 0.00], [-1.15, -1.86, 0.31], [2.49, -0.84, -0.56], [3.84, -0.50, -1.15], [1.86, 0.04, -0.46], [2.59, -1.32, 0.42], [3.73, -0.03, -2.13], [4.33, 0.21, -0.48], [4.47, -1.39, -1.24], [-1.46, -1.13, 1.48], [-2.40, -1.39, 1.96], [-0.60, -0.79, 2.07], [-2.00, -0.11, 0.06], [-1.57, 1.35, 0.17], [-1.99, 1.89, 1.42], [-1.72, 3.17, 1.64], [-1.13, 3.91, 0.88], [-2.33, 3.55, 2.75], [-2.00, -0.27, -1.03], [-3.08, -0.20, 0.22], [-2.04, 1.93, -0.64], [-0.49, 1.46, 0.07], [-2.28, 4.51, 2.83]], "nbo_charge": [-0.4768, -0.0176, -0.6928, 1.0505, -0.5646, 0.1780, -0.0638, -0.6310, 0.1850, 0.1955, 0.2263, 0.2237, 0.2264, -0.3942, 0.2486, 0.2117, -0.4420, -0.0871, -0.5052, 0.9802, -0.6395, -0.6669, 0.2926, 0.2488, 0.2133, 0.1955, 0.5056]}



8.
{"formula": "C8H12IN2", "method": "the ωB97M-V functional and the def2-TZVPD basis", "total_charge": 1, "smiles": "Cc1c[n+](C)n2c1[C@H]2[C@H](C)I", "homo_lumo_gap_ev": 8.65, "homo_energy_ev": -13.084, "e_above_lowest_ev": 1.8057, "species": ["C", "C", "C", "N", "C", "N", "C", "C", "C", "C", "I", "H", "H", "H", "H", "H", "H", "H", "H", "H", "H", "H", "H"], "coordinates": [[-3.20, -0.53, -0.27], [-1.80, 0.13, -0.23], [-1.54, 1.51, 0.06], [-0.17, 1.75, 0.22], [0.51, 3.03, 0.42], [0.36, 0.57, 0.01], [-0.51, -0.38, -0.22], [1.12, -0.60, 0.47], [2.10, -1.24, -0.30], [2.51, -2.65, 0.14], [3.83, 0.27, -0.13], [-3.35, -1.06, 0.60], [-3.97, 0.14, -0.30], [-3.42, -1.23, -1.13], [-2.34, 2.23, -0.03], [-0.19, 3.76, 0.14], [0.73, 3.14, 1.47], [1.30, 2.96, -0.28], [1.22, -0.68, 1.51], [2.01, -1.32, -1.46], [2.60, -2.87, 1.22], [3.45, -2.85, -0.52], [1.84, -3.33, -0.29]], "nbo_charge": [-0.6212, -0.1109, 0.0465, -0.1107, -0.3933, -0.1817, 0.2253, 0.0702, -0.2922, -0.6446, 0.0841, 0.2364, 0.2314, 0.2493, 0.2546, 0.2352, 0.2356, 0.2401, 0.2323, 0.2823, 0.2395, 0.2539, 0.2380]}



In a.u., the electronic energy values for the records above are, in order, -4734.2067 -1587.5811 -1365.4765 -3134.1497 -466.6273 -760.8561 -2026.9545 -718.8100.